1.
Density functional theory data (ωB97M-V/def2-TZVPD) for an isolated molecule of C6H13NO3.

Structure (XYZ):
```
23
Properties=species:S:1:pos:R:3:forces:R:3
C 2.253 -1.219 -0.765 0.16 -0.05 -0.11
C 0.871 -0.903 -0.199 -0.09 0.02 0.07
C 1.001 -0.244 1.175 -0.12 -0.04 0.21
N -0.299 -0.175 1.846 1.17 0.54 -1.48
C -1.583 1.055 0.473 -3.21 1.12 -1.02
O -2.684 1.051 1.049 1.76 -0.39 -0.09
C -1.386 0.169 -0.770 0.53 -0.42 0.59
O -2.078 0.758 -1.855 0.16 0.10 0.08
C 0.063 -0.047 -1.184 -0.02 -0.02 -0.04
H 2.824 -0.293 -0.938 -0.14 -0.22 0.05
H 2.831 -1.848 -0.074 -0.13 0.15 -0.18
H 2.171 -1.747 -1.725 0.04 0.14 0.24
H 0.331 -1.855 -0.050 0.11 0.10 -0.05
H 1.739 -0.800 1.775 -0.04 0.16 -0.13
H 1.351 0.791 1.050 0.12 -0.23 0.02
H -0.875 -0.996 1.677 -0.13 0.65 1.20
H -1.839 -0.805 -0.515 0.03 0.19 -0.02
H -2.882 1.166 -1.516 -0.10 -0.08 0.02
H 0.552 0.931 -1.314 -0.13 -0.25 -0.06
H 0.039 -0.557 -2.157 0.05 0.20 0.16
O -0.914 2.239 0.347 1.08 -0.59 0.54
H -0.339 0.546 2.562 -0.76 -1.18 0.07
H -1.146 2.786 1.108 -0.32 0.09 -0.08
```
Forces are in eV/Å.

E ... -14065.088 eV
SMILES ... C[C@@H](CN)C[C@H](O)C(=O)O
Energy relative to the best compared isomer or geometry (same formula, charge and spin) ... 148.7 kJ/mol
LUMO energy ... 0.026 Eh
HOMO energy ... -9.22 eV
Orbital gap ... 9.934 eV
Strongest force on any atom ... 3.6 eV/Å


2.
Density functional theory data (ωB97M-V/def2-TZVPD) for a 2-piece molecular cluster, C6H13NO3 overall.

Structure (XYZ):
```
23
Properties=species:S:1:pos:R:3:forces:R:3
C 0.814 1.363 0.956 0.06 0.24 0.04
C 0.570 0.321 -0.126 -0.76 0.44 0.48
O -0.248 0.918 -1.110 0.06 0.42 -0.15
C 1.908 -0.153 -0.702 0.06 -0.31 0.33
C 2.051 -0.627 -2.118 -0.06 -0.22 -0.18
C 2.643 0.692 -1.699 0.05 0.27 -0.03
C -0.135 -0.917 0.467 2.36 -1.37 0.78
O 0.253 -1.477 1.478 -0.73 0.80 -0.97
H -0.132 1.730 1.374 0.21 -0.20 -0.13
H 1.426 0.942 1.762 -0.18 0.07 -0.20
H 1.343 2.217 0.513 -0.08 -0.21 0.09
H -0.588 0.241 -1.705 0.03 -0.16 0.12
H 2.523 -0.668 0.040 -0.19 0.14 -0.19
H 2.720 -1.468 -2.303 -0.19 0.25 0.04
H 1.178 -0.597 -2.773 0.25 0.02 0.20
H 2.140 1.593 -2.053 0.12 -0.29 0.10
H 3.725 0.773 -1.595 -0.33 -0.03 -0.04
O -0.848 -1.556 -0.479 -0.42 -0.03 -0.74
H -0.678 -2.506 -0.430 -0.25 0.02 0.48
N -2.478 0.041 1.522 0.00 0.20 -0.14
H -2.916 0.704 0.883 0.05 -0.24 0.35
H -2.285 0.494 2.411 -0.19 -0.10 -0.22
H -3.096 -0.753 1.673 0.12 0.29 -0.02
```
Forces are in eV/Å.

E ... -14064.985 eV
SMILES ... C[C@](O)(C(=O)O)C1CC1.N
Energy relative to the best compared isomer or geometry (same formula, charge and spin) ... 158.7 kJ/mol
LUMO energy ... 0.025 Eh
HOMO energy ... -9.69 eV
Orbital gap ... 10.374 eV
Strongest force on any atom ... 2.8 eV/Å


3.
Density functional theory data (ωB97M-V/def2-TZVPD) for C6H13NO3 as an isolated structure.

Structure (XYZ):
```
23
Properties=species:S:1:pos:R:3:forces:R:3
C -1.007 -0.173 0.600 0.58 0.03 1.42
C 0.105 0.022 1.456 -0.82 0.28 -0.07
C 0.531 -0.280 -2.229 0.57 0.43 -0.22
C -2.008 0.899 0.375 0.20 0.03 -0.24
C -1.347 -1.568 0.213 0.18 0.08 -0.17
C 1.471 -0.051 0.132 -0.12 -0.75 -1.46
N 2.341 1.057 0.364 -0.64 -0.14 0.30
O 0.472 0.414 -0.994 -0.68 -0.13 0.30
O 0.193 1.247 2.113 0.18 -0.02 -0.06
O 1.890 -1.204 0.095 -0.16 0.44 -0.09
H 1.119 1.523 1.976 -0.21 0.11 0.04
H 0.393 -0.836 2.063 0.15 0.01 -0.17
H 3.306 0.763 0.426 -0.12 -0.12 0.01
H 2.203 1.813 -0.293 -0.12 -0.08 0.07
H 1.096 0.386 -2.898 0.81 -1.03 -0.11
H 0.811 -1.321 -2.044 0.90 0.29 -0.38
H -0.383 -0.381 -2.820 -0.93 0.43 0.93
H -2.773 0.808 1.156 0.10 -0.05 0.02
H -2.511 0.781 -0.584 0.06 0.06 -0.04
H -1.554 1.881 0.472 -0.04 0.00 -0.04
H -1.879 -1.607 -0.738 0.05 0.01 -0.03
H -2.016 -1.984 0.976 0.04 0.09 0.00
H -0.452 -2.190 0.184 0.02 0.01 -0.03
```
Forces are in eV/Å.

E ... -14062.600 eV
Energy relative to the best compared isomer or geometry (same formula, charge and spin) ... 388.7 kJ/mol
LUMO energy ... 0.000 Eh
HOMO energy ... -8.25 eV
Orbital gap ... 8.238 eV
Strongest force on any atom ... 1.6 eV/Å


4.
Density functional theory data (ωB97M-V/def2-TZVPD) for an isolated molecule of C6H13NO3S2.

Structure (XYZ):
```
25
Properties=species:S:1:pos:R:3:forces:R:3
C -2.656 0.306 0.667 -1.73 -0.05 1.77
C -2.718 1.468 -0.303 -0.39 1.08 -0.74
C -1.626 -0.724 0.135 -1.16 0.30 2.49
C -1.234 1.532 -0.540 -0.39 0.11 -3.29
C -0.684 0.123 -0.665 0.96 -0.53 -2.61
C 0.774 0.097 -0.224 1.12 -1.94 -2.88
N 1.827 0.806 -0.772 -0.27 1.62 -0.27
O 3.041 -0.602 1.719 -0.02 0.98 -0.07
O 2.962 -3.080 1.596 0.31 1.94 -1.02
O 4.147 -1.814 -0.165 -0.63 1.65 0.85
S 1.412 -1.826 -0.437 -1.07 0.22 0.64
S 2.946 -1.772 0.925 -0.55 -3.22 -0.23
H -2.106 0.777 1.548 -1.26 -0.69 -0.52
H -3.668 -0.169 0.997 1.85 0.89 -0.42
H -3.244 1.361 -1.283 0.02 -0.39 0.92
H -2.993 2.495 0.121 -0.16 -1.64 -0.33
H -1.187 -1.034 1.110 0.02 -0.85 -1.12
H -2.180 -1.497 -0.396 0.67 -0.28 -0.01
H -1.012 2.090 -1.443 0.31 0.43 0.01
H -0.917 2.045 0.288 1.78 1.12 1.96
H -0.758 -0.300 -1.741 0.27 1.20 1.32
H 0.839 0.152 0.775 0.02 0.18 3.73
H 2.678 0.943 -0.271 0.00 -0.26 0.81
H 1.887 1.303 -1.626 -0.83 -0.08 -0.91
H 4.469 -2.679 -0.014 1.14 -1.80 -0.06
```
Forces are in eV/Å.

E ... -35733.971 eV
SMILES ... N[C@H](SS(=O)(=O)O)C1CCCC1
Energy relative to the best compared isomer or geometry (same formula, charge and spin) ... 51.1 kJ/mol
LUMO energy ... 0.020 Eh
HOMO energy ... -8.83 eV
Orbital gap ... 9.372 eV
Strongest force on any atom ... 3.7 eV/Å


5.
Density functional theory data (ωB97M-V/def2-TZVPD) for an isolated molecule of C6H13NO4S.

Structure (XYZ):
```
25
Properties=species:S:1:pos:R:3:forces:R:3
C -0.856 -0.057 -0.586 -1.90 -2.06 -0.36
C 0.614 -0.478 -0.790 0.71 5.03 -4.50
C 1.315 -1.385 0.105 -0.04 -2.78 -0.52
C 1.643 -2.817 -0.538 3.07 1.42 2.45
C 2.437 -2.572 -1.843 -4.11 3.92 2.33
C 1.877 -1.346 -2.662 1.17 1.76 -1.67
H -1.661 0.649 3.324 -0.45 2.95 -1.34
H -2.985 1.355 2.526 2.03 0.95 0.30
H -1.495 -0.957 -0.976 0.94 1.61 1.03
H -1.158 0.806 -1.206 0.49 -0.34 0.47
H 1.218 0.575 -0.858 -1.21 -2.36 0.34
H 0.640 -1.302 0.929 0.16 -0.99 1.45
H 2.279 -1.050 0.331 1.18 1.11 0.73
H 0.771 -3.209 -0.846 -3.15 -1.82 -0.77
H 2.180 -3.591 0.227 -1.25 2.10 -1.82
H 3.409 -2.408 -1.751 4.33 0.42 0.77
H 2.243 -3.335 -2.427 -0.49 -4.11 -2.86
H 1.916 -1.719 -3.744 -0.88 0.73 1.34
H 2.630 -0.378 -2.772 -1.62 -2.25 0.96
N -1.961 1.595 2.784 -1.05 -3.99 1.69
O -2.013 2.473 0.442 3.01 -1.66 3.21
O 0.297 1.842 1.475 -2.15 0.18 0.72
O -1.357 0.183 0.823 0.98 -1.38 -1.02
O 0.552 -0.866 -2.298 1.61 -0.87 2.18
S -1.142 1.642 1.382 -1.37 2.45 -5.13
```
Forces are in eV/Å.

E ... -26944.101 eV
SMILES ... NS(=O)(=O)OC[C@H]1CCCCO1
Energy relative to the best compared isomer or geometry (same formula, charge and spin) ... 345.3 kJ/mol
LUMO energy ... 0.009 Eh
HOMO energy ... -9.76 eV
Orbital gap ... 9.993 eV
Strongest force on any atom ... 6.8 eV/Å


6.
Density functional theory data (ωB97M-V/def2-TZVPD) for an isolated molecule of C6H13NS.

Structure (XYZ):
```
21
Properties=species:S:1:pos:R:3:forces:R:3
C 1.836 -0.211 1.150 1.79 -0.47 1.83
C 0.948 0.073 -0.038 -1.12 -1.34 2.81
C 1.402 0.621 -1.316 -0.25 4.92 1.30
C -0.337 -0.164 0.123 1.45 -0.68 3.02
C -1.131 -0.063 -1.016 -1.84 -0.79 -2.99
C -1.040 -0.414 1.427 -2.21 2.27 0.87
H 2.730 -0.657 0.687 0.36 0.61 0.36
H 1.657 -1.091 2.029 -0.58 2.63 -2.57
H 2.097 0.791 1.674 -0.07 -1.78 -0.66
H 0.586 1.569 -1.579 2.28 -3.12 0.13
H 1.461 -0.151 -2.050 0.73 0.02 -0.91
H 2.295 1.238 -0.956 -0.31 -1.19 -1.61
H -0.601 -0.427 -1.879 0.36 -0.37 -0.49
H -2.016 -0.642 -0.988 -0.95 -1.33 0.50
H -2.295 1.203 -1.954 -0.04 1.23 0.99
H -1.531 1.779 -0.411 -1.09 0.37 -0.75
H -0.682 0.149 2.434 -0.42 -1.34 -2.66
H -2.107 0.111 1.120 2.15 -1.45 1.46
H -0.355 -2.806 1.028 -1.40 1.17 1.09
N -1.525 1.261 -1.287 -0.12 1.49 -0.69
S -1.392 -2.169 1.802 1.27 -0.83 -1.03
```
Forces are in eV/Å.

E ... -18754.504 eV
SMILES ... CC(C)=C(CN)CS
Energy relative to the best compared isomer or geometry (same formula, charge and spin) ... 364.0 kJ/mol
LUMO energy ... 0.031 Eh
HOMO energy ... -8.65 eV
Orbital gap ... 9.483 eV
Strongest force on any atom ... 5.1 eV/Å


Q: Look up the orbital gap of the fifth one.
A: 9.993 eV


Q: The lowest energy relative to the best compared isomer or geometry (same formula, charge and spin) belongs to which entry?
A: C6H13NO3S2


Q: Which value of HOMO energy does entry 3 give?
A: -8.25 eV